Molecular formula: C25H50Br4O21
Method: DFT, ωB97M-V/def2-TZVPD

SMILES string: COC(=O)OC.COC(=O)OC.COC(=O)OC.COC(=O)OC.COC(=O)OC.COC(=O)OC.COC(=O)OC.BrCCBr.BrCCBr
Lowest unoccupied orbital energy in eV: 0.4
DFT total energy in eV: -349902.932
Total charge: 0
HOMO in Ha: -0.3742
ΔE to the lowest compared entry with this formula, charge and spin in kcal per mole: 0.0

Each atom is followed by the atoms it is bonded to, with distances in Å.
Atoms and positions in Å:
1 H -28.819 18.918 -11.546  C27 1.093
2 H -27.663 14.052 -13.664  C63 1.095
3 C -27.736 10.319 -14.723  Br6 1.926, H56 1.090, H70 1.085, C81 1.494
4 H -29.327 10.411 -8.894  C15 1.092
5 C -30.071 6.076 -18.838  O9 1.322, O17 1.177, O66 1.323
6 Br -26.126 9.264 -14.739  C3 1.926
7 C -32.967 13.214 -14.583  H14 1.092, H21 1.094, H78 1.083, O97 1.436
8 O -32.605 9.943 -18.867  C59 1.427, C74 1.333
9 O -30.869 6.620 -19.740  C5 1.322, C16 1.431
10 O -32.122 6.195 -13.232  C34 1.319, C35 1.423
11 H -30.454 5.521 -12.117  C35 1.080
12 H -29.312 14.506 -13.784  C63 1.092
13 H -36.150 9.669 -18.866  C93 1.083
14 H -31.966 13.493 -14.919  C7 1.092
15 C -28.759 9.523 -9.179  H4 1.092, H29 1.086, O51 1.416, H77 1.095
16 C -31.448 5.687 -20.658  O9 1.431, H61 1.087, H73 1.091, H89 1.089
17 O -29.840 4.929 -18.717  C5 1.177
18 H -31.209 9.687 -15.056  C67 1.100
19 H -30.924 9.576 -19.944  C59 1.087
20 C -25.113 11.737 -10.990  H64 1.094, H79 1.094, O96 1.419, H99 1.087
21 H -33.636 13.868 -15.150  C7 1.094
22 H -27.097 6.302 -12.354  C42 1.085
23 C -23.841 10.484 -18.577  H30 1.085, Br46 1.933, C50 1.507, H62 1.084
24 O -27.283 4.855 -10.332  C33 1.196
25 H -29.218 6.278 -16.176  C87 1.087
26 C -28.337 16.287 -12.196  O58 1.340, O68 1.203, O100 1.341
27 C -28.076 18.295 -11.041  H1 1.093, H32 1.083, H72 1.087, O100 1.422
28 O -34.528 10.373 -17.937  C74 1.319, C93 1.406
29 H -28.864 8.750 -8.424  C15 1.086
30 H -23.557 10.418 -19.621  C23 1.085
31 O -26.305 6.889 -10.445  C33 1.329, C42 1.402
32 H -28.034 18.668 -10.024  C27 1.083
33 C -26.622 5.736 -9.866  O24 1.196, O31 1.329, O55 1.335
34 C -31.452 7.105 -13.913  O10 1.319, O38 1.323, O60 1.216
35 C -31.415 5.204 -12.494  O10 1.423, H11 1.080, H65 1.082, H84 1.088
36 H -34.644 9.429 -19.758  C93 1.090
37 C -31.504 10.613 -11.982  H41 1.089, H75 1.085, O90 1.419, H92 1.095
38 O -32.334 7.939 -14.438  C34 1.323, C67 1.424
39 Br -29.820 11.723 -16.148  C81 1.966
40 H -28.135 7.533 -16.735  C87 1.083
41 H -30.757 10.044 -12.533  C37 1.089
42 C -26.900 7.138 -11.690  H22 1.085, O31 1.402, H57 1.103, H82 1.081
43 H -25.945 4.816 -6.855  C98 1.086
44 H -25.964 3.654 -8.175  C98 1.090
45 H -32.848 9.409 -15.660  C67 1.085
46 Br -22.223 10.832 -17.577  C23 1.933
47 H -31.311 11.288 -19.725  C59 1.089
48 C -26.935 10.478 -10.333  O51 1.333, O94 1.209, O96 1.314
49 O -32.796 11.514 -17.242  C74 1.189
50 C -24.437 9.187 -18.092  C23 1.507, H76 1.082, H83 1.081, Br85 1.953
51 O -27.366 9.736 -9.313  C15 1.416, C48 1.333
52 H -34.967 8.397 -18.372  C93 1.088
53 O -32.951 12.641 -11.129  C69 1.197
54 H -31.464 8.483 -16.286  C67 1.096
55 O -26.071 5.723 -8.650  C33 1.335, C98 1.427
56 H -28.409 9.904 -13.974  C3 1.090
57 H -27.874 7.631 -11.536  C42 1.103
58 O -28.299 14.969 -11.960  C26 1.340, C63 1.420
59 C -31.277 10.318 -19.232  O8 1.427, H19 1.087, H47 1.089, H91 1.084
60 O -30.249 7.146 -14.082  C34 1.216
61 H -31.871 6.236 -21.496  C16 1.087
62 H -24.560 11.287 -18.461  C23 1.084
63 C -28.579 14.127 -13.068  H2 1.095, H12 1.092, O58 1.420, H95 1.084
64 H -24.996 11.329 -11.999  C20 1.094
65 H -32.061 4.987 -11.653  C35 1.082
66 O -29.607 7.045 -18.065  C5 1.323, C87 1.436
67 C -31.920 8.917 -15.388  H18 1.100, O38 1.424, H45 1.085, H54 1.096
68 O -28.270 16.819 -13.273  C26 1.203
69 C -32.648 12.622 -12.286  O53 1.197, O90 1.331, O97 1.324
70 H -27.486 11.316 -14.373  C3 1.085
71 H -28.978 9.488 -16.399  C81 1.087
72 H -27.135 18.356 -11.581  C27 1.087
73 H -32.244 5.137 -20.153  C16 1.091
74 C -33.245 10.678 -17.958  O8 1.333, O28 1.319, O49 1.189
75 H -31.169 11.024 -11.035  C37 1.085
76 H -23.832 8.337 -18.380  C50 1.082
77 H -29.216 9.166 -10.108  C15 1.095
78 H -33.329 12.229 -14.852  C7 1.083
79 H -24.071 11.865 -10.684  C20 1.094
80 H -28.020 5.893 -17.462  C87 1.085
81 C -28.415 10.351 -16.054  C3 1.494, Br39 1.966, H71 1.087, H88 1.087
82 H -26.396 7.925 -12.232  C42 1.081
83 H -24.553 9.249 -17.019  C50 1.081
84 H -31.206 4.360 -13.148  C35 1.088
85 Br -26.270 9.044 -18.752  C50 1.953
86 H -27.462 4.503 -7.740  C98 1.091
87 C -28.678 6.648 -17.044  H25 1.087, H40 1.083, O66 1.436, H80 1.085
88 H -27.756 10.555 -16.895  C81 1.087
89 H -30.734 4.981 -21.079  C16 1.089
90 O -31.874 11.687 -12.832  C37 1.419, C69 1.331
91 H -30.602 10.309 -18.384  C59 1.084
92 H -32.334 9.911 -11.849  C37 1.095
93 C -35.106 9.399 -18.771  H13 1.083, O28 1.406, H36 1.090, H52 1.088
94 O -27.566 10.804 -11.311  C48 1.209
95 H -28.922 13.158 -12.723  C63 1.084
96 O -25.692 10.819 -10.075  C20 1.419, C48 1.314
97 O -32.970 13.540 -13.184  C7 1.436, C69 1.324
98 C -26.379 4.599 -7.827  H43 1.086, H44 1.090, O55 1.427, H86 1.091
99 H -25.598 12.709 -10.963  C20 1.087
100 O -28.476 16.931 -11.027  C26 1.341, C27 1.422